# C90H186F18N7O16

A cluster of 13 separate species, C90H186F18N7O16 in total (the ωB97M-V functional and the def2-TZVPD basis, the OMol25 dataset).

The geometry in XYZ format:
```
317
Properties=species:S:1:pos:R:3:forces:R:3
F -3.04032 -0.19799 4.24539 -0.33 0.44 0.08
F 5.23385 0.44274 -2.78592 -0.31 -0.37 0.82
F 1.74771 -5.74271 -2.02412 -0.56 0.04 -0.58
F -8.17776 -4.59442 -2.50261 0.50 1.23 -1.40
F 6.44901 -2.20147 6.07547 -0.95 0.12 -0.23
F -8.62117 -3.17363 -1.07838 0.31 2.00 -0.42
F -0.90167 5.14429 4.17785 0.29 0.31 1.93
F 7.60905 -1.94293 4.36319 -1.39 0.41 -1.17
F -3.92394 -0.46290 2.26653 0.13 -0.48 1.07
F 3.46784 -0.55663 -1.86623 0.77 1.12 -0.32
F 0.00468 -4.44260 -2.45476 0.64 -0.29 0.76
F -0.13173 -6.51150 -2.83840 0.00 -1.05 -0.63
F 5.59498 -0.92797 4.54231 0.38 1.54 -0.27
F -0.70067 6.73842 5.64681 -0.70 -1.42 0.41
F -1.59593 4.69766 6.27199 0.53 1.71 -1.21
F -6.70404 -3.08643 -2.09475 2.31 0.66 0.67
F -5.01677 -1.13921 4.07320 0.58 0.66 -0.50
F 5.32277 -0.56848 -0.77144 -0.19 0.88 -1.63
O 0.53062 -5.12515 0.34292 1.37 1.52 0.86
O 5.40411 2.05920 -0.29901 0.27 0.60 0.38
O 0.38203 3.52512 -1.82702 -0.20 -0.57 -1.35
O 1.78674 5.56499 5.77281 -0.22 0.48 -0.40
O 5.99812 -4.36214 4.36201 -0.01 -0.07 0.15
O 6.53378 4.36025 2.92346 -6.19 2.67 -1.18
O -1.69936 6.10017 1.48566 -0.95 -0.24 -0.03
O 0.77014 3.51911 5.23539 0.40 -0.67 0.88
O -9.68664 -2.74457 -3.85839 -1.47 -0.78 -0.39
O 2.57000 -5.05140 5.27420 0.91 0.28 0.59
O -8.19290 -1.00557 -3.54607 -0.47 0.84 1.04
O -3.70460 -3.20965 2.25772 0.31 -0.56 1.25
O -1.87113 -2.62918 3.75331 1.35 0.38 0.14
O 3.61105 2.46475 -1.73172 0.97 -1.94 1.65
O 0.32605 -7.30447 -0.25487 0.09 -0.72 -0.84
O 5.55272 -2.81206 2.65050 0.15 -0.53 -1.72
N 3.24132 -2.94547 -5.03015 1.15 0.47 -0.09
N 3.07636 -6.95571 3.16226 1.96 -0.20 0.81
N -0.99971 7.54433 -0.78444 -0.11 1.22 -0.29
N 2.56088 4.20763 -4.10646 1.18 0.06 -0.61
N 5.32969 4.81934 2.68755 6.81 -3.39 1.21
N -10.15694 2.63107 -0.60943 0.76 -0.52 -0.32
N 0.41016 -1.68080 1.21139 1.94 -0.05 -0.21
C -9.88630 1.23444 -0.10161 -0.44 0.18 1.62
C -2.37288 4.99368 2.07909 -0.99 -0.40 -0.49
C -10.98758 -4.29367 -5.36708 -0.35 0.87 1.65
C 0.38419 -5.68828 -1.95509 -0.05 0.91 0.60
C -8.19564 2.40700 -3.94206 1.15 -1.81 -1.17
C 6.29509 5.13817 0.38475 0.07 0.19 -0.93
C -0.14788 9.99669 -1.26966 0.26 -0.94 -1.49
C -11.57792 2.67271 -0.98805 -1.09 -0.56 -0.73
C -2.04024 8.04578 0.22423 0.08 -0.47 0.09
C 0.76328 4.82257 5.99681 0.21 -0.89 0.07
C 4.46109 -6.25058 3.41017 -0.88 -0.10 -0.17
C 2.88432 4.85397 -2.80442 -1.23 0.68 -0.11
C 5.46316 -3.21671 4.09920 3.25 -1.09 -0.39
C 2.36237 -2.22175 2.53308 -0.40 -1.65 0.24
C -2.49697 -1.98399 -1.29739 -0.51 0.88 -0.88
C 3.83040 -4.21239 -4.39528 -0.16 0.93 -1.43
C -7.96269 -3.18364 -2.30479 -2.98 -2.89 0.36
C 4.18463 5.86945 4.47660 -1.20 0.55 -1.20
C 6.08707 -5.69770 -2.89244 0.45 0.05 0.40
C -8.66519 0.99368 0.74306 0.34 0.48 0.90
C -3.86360 -1.97096 -0.59683 0.39 1.26 0.08
C 1.38095 2.49050 6.05506 -0.79 -0.61 -1.73
C 4.01600 -4.12823 -2.92054 0.63 0.74 -0.09
C 0.43030 -0.23423 1.50466 -0.45 0.05 0.91
C -11.88160 4.13099 -1.15002 -0.17 0.79 -0.59
C 1.95447 -5.97404 3.14443 -0.20 0.47 -1.28
C 0.92234 -3.78354 -5.49769 -1.19 -0.10 2.14
C 3.95920 -1.70603 -4.61597 -0.31 1.70 -0.11
C -1.30844 -1.33304 -0.57194 -1.02 -0.13 0.14
C -0.43438 -9.55446 0.57792 -0.27 2.66 0.50
C 2.26278 6.57043 -5.08170 -1.26 -0.81 0.77
C 0.80285 2.78353 -2.99538 -0.31 0.31 1.48
C 6.59509 -3.44656 1.85253 -2.17 0.84 -0.90
C 2.35896 -4.11692 6.40634 0.27 -1.52 -3.34
C 3.63571 -2.99377 -6.46926 -0.88 0.09 -1.17
C -3.28036 -4.59580 2.39193 1.15 1.81 0.25
C 3.83298 4.90119 0.78233 -0.49 1.94 -0.64
C 2.80759 -1.93154 1.10375 0.70 0.93 -0.55
C -0.59218 -7.96531 0.55156 -1.13 -1.47 -0.26
C -0.88819 -2.12521 0.63706 0.35 -0.99 0.16
C 1.77537 -2.75282 -4.80965 0.33 0.20 -0.21
C -1.39789 6.28960 -1.55641 0.77 1.03 -0.24
C 4.68286 -5.37505 -2.43592 -0.90 -2.24 1.43
C -1.02571 1.50719 2.55994 -0.24 0.97 0.32
C 6.06672 -4.06606 0.52145 -0.35 -1.34 2.47
C 5.20577 7.01335 1.48201 -2.14 0.43 0.39
C 4.17280 1.55934 -0.86761 -0.41 1.07 -0.89
C -0.85414 8.68420 -1.78891 1.07 0.61 1.03
C -2.57493 6.34753 -2.50718 -0.65 -1.17 0.04
C 2.83581 -7.98963 4.23767 -0.26 0.89 0.46
C 1.59684 -8.83651 4.00930 0.31 -1.52 0.41
C -3.96602 -5.53437 1.42333 -0.28 -0.39 -0.06
C 5.16358 5.52278 1.28799 -0.47 -1.15 1.07
C 0.88374 -2.62329 2.33997 -0.34 -0.28 0.20
C 2.65642 5.05178 1.82625 -0.23 -0.21 -0.45
C 4.95609 3.15522 -4.26303 0.99 1.02 -0.22
C -8.39748 -2.27834 -3.58405 2.18 -0.90 -0.13
C -2.70993 6.92958 0.96536 -0.07 -0.20 0.27
C -0.63186 5.37949 5.53675 0.42 -0.62 -0.27
C 5.32955 -1.80895 -5.25357 1.33 -0.97 -0.23
C -0.57633 -3.40420 -5.33604 0.58 -0.64 -3.23
C 7.33866 2.02130 1.26780 -1.53 -0.62 -0.75
C 1.57030 -1.90319 0.23957 -1.60 -0.08 -0.64
C -10.98688 4.82007 -0.08950 0.10 0.24 0.22
C 0.33632 7.29754 -0.12629 0.55 -0.30 0.14
C -8.54981 -0.50715 1.06873 0.26 -0.99 -1.16
C 3.62038 -6.96895 0.58961 -0.12 0.10 0.83
C 3.47808 3.00834 -4.41243 -0.67 -0.55 -0.98
C 1.82924 1.33429 5.11526 -1.15 -0.36 1.47
C -9.85009 -3.25262 -5.14949 -1.55 0.31 -1.53
C 0.14635 2.59519 -0.77496 -0.63 2.00 1.24
C 4.28495 4.48214 3.72345 -0.42 1.05 -0.42
C 2.98717 4.10100 2.93354 0.52 -0.25 0.14
C 5.88128 1.62751 1.00699 -1.03 -1.54 -0.31
C -8.88699 1.87776 -2.70471 -1.18 0.20 0.13
C -3.10026 -2.51260 3.62044 -2.80 -0.41 -1.53
C 4.58963 0.25043 -1.61895 -0.73 -1.25 1.88
C -3.77254 -1.04765 3.51337 0.04 -1.30 -0.24
C -7.11822 -0.83046 1.42449 2.43 0.99 -0.10
C 6.28514 -2.04616 4.71418 0.68 -1.56 2.18
C 1.47596 -5.46912 4.54164 0.16 -0.28 -1.18
C 4.66402 3.39059 4.66769 1.29 -1.16 0.41
C 3.21046 -7.68549 1.89805 -0.49 -0.73 -1.78
C -10.14030 3.68313 0.43603 0.42 -1.44 1.79
C 5.06394 -2.42857 -6.69338 -1.64 1.16 2.13
C 1.16091 3.69518 -4.09939 -0.86 1.36 -1.61
C -0.03362 -5.92653 -0.47561 -2.05 0.39 0.25
C 2.78625 5.17327 -5.27111 -0.96 -0.32 -0.04
C -9.19977 3.03352 -1.72413 1.16 -2.16 0.19
C -0.66381 0.03193 2.53967 0.95 0.40 0.57
H -0.32378 10.32150 -0.25828 -0.41 -0.14 0.32
H -0.50516 -7.59175 1.58702 -0.13 -0.08 -0.14
H -10.02671 -2.42244 -5.87722 -0.15 -0.17 0.47
H -1.53152 -0.42676 2.07713 -0.13 -0.23 0.74
H 7.33094 2.14722 2.33857 1.01 -0.02 0.30
H -2.47516 7.01133 -3.36347 0.10 0.39 0.29
H 5.53858 2.53230 -4.96557 -0.62 -0.30 0.51
H -8.83679 2.79120 -4.71116 -0.83 0.54 -0.04
H 1.19669 -6.45403 2.47911 -0.04 0.58 0.99
H -8.35059 1.02963 -2.23031 -0.10 0.60 -0.52
H 1.04752 1.18740 4.36976 0.11 0.19 -0.13
H -0.22658 2.25942 2.71906 -0.02 -0.62 0.22
H -0.76309 -9.70903 1.59642 0.04 -1.03 0.19
H 3.24967 -0.92913 1.02288 0.19 -0.22 0.22
H 1.21108 -9.16486 4.97849 0.30 -0.07 0.06
H -9.08237 3.81414 0.69780 -0.43 0.58 -0.04
H -1.83745 1.75528 3.27053 0.49 -0.31 -0.24
H 0.19048 0.22012 0.55403 -0.28 0.33 -0.15
H 4.41368 -3.13595 4.34947 -0.78 0.66 0.11
H -8.98727 -3.71995 -5.56457 1.26 -0.46 0.26
H -9.12132 -0.89509 1.92714 -0.50 0.68 -0.45
H -3.92986 -5.18199 0.36735 0.37 -0.31 0.67
H 7.61711 2.90628 0.72895 0.08 0.55 0.15
H 3.08761 -3.98509 -2.36989 -0.03 0.13 -0.14
H -10.79025 0.90163 0.46524 0.65 0.38 -0.47
H -2.57030 5.33242 -2.99395 -0.27 0.76 0.65
H 4.78071 -4.26860 -4.94149 -0.01 -0.41 0.55
H -3.01160 5.20842 2.95049 0.49 0.46 -0.22
H 1.25313 -3.83510 -6.49777 -0.14 -0.15 -1.36
H 3.00825 4.04000 -2.10457 0.20 -0.07 0.56
H -6.78572 -0.27352 2.34231 -0.44 -0.44 -0.65
H -0.82264 -2.92542 -4.45542 -0.20 0.83 2.10
H 5.68990 7.47241 0.64962 0.51 0.25 -0.49
H -8.69663 1.55295 1.68541 -0.12 0.07 -0.03
H 2.60955 -7.34964 5.10623 0.97 -0.68 0.01
H 5.92327 -2.57134 -4.67351 -0.36 0.91 -0.46
H -6.82119 -1.86475 1.59523 -0.63 -0.17 0.04
H 5.00266 -1.64583 -7.44971 0.14 -0.16 0.01
H -3.03538 4.53114 1.33235 0.10 0.01 -0.08
H 0.59057 -9.80070 0.42632 0.89 -0.36 0.17
H -6.37289 -0.50080 0.63556 -0.97 -0.21 0.58
H -7.68547 -2.74168 -4.34833 -0.48 -0.29 0.41
H 4.48802 -5.83965 4.41289 -0.14 0.08 -0.21
H -9.85097 1.46262 -3.07478 0.55 -0.06 0.38
H 1.59209 -1.09360 -0.50127 -0.10 -0.09 0.31
H 0.66885 2.00893 6.73622 -0.23 0.52 0.05
H 5.34243 4.13994 -4.54291 -0.13 0.22 0.32
H -0.80289 -2.70597 -6.15771 -0.20 -0.07 0.26
H 7.11912 -4.17376 2.38540 0.50 -1.27 1.24
H 6.15534 -6.07530 -3.91273 -0.07 0.39 -0.20
H 1.55467 -1.77706 -5.23131 -0.05 0.23 -0.24
H 1.84439 0.38423 5.68733 0.15 0.47 -0.16
H 1.67513 2.20526 -2.71596 0.10 -0.50 0.17
H 3.20636 -4.99581 -4.81888 -0.12 -0.31 0.55
H 2.45771 -1.42167 3.25137 0.20 0.55 -0.08
H 2.15411 2.95039 6.64481 0.67 -0.03 0.25
H -10.61293 3.18447 1.31177 0.26 0.48 -0.36
H -1.25689 -4.25546 -5.46659 0.40 0.12 0.09
H -8.24381 3.35860 -1.28837 -0.44 -0.05 0.27
H 4.06495 -6.23600 -2.73303 -0.13 0.20 -0.13
H 3.37919 -3.78557 6.49363 0.07 0.39 1.08
H 3.89598 -1.53097 -3.54902 0.30 -0.49 -0.05
H 1.10252 3.14457 -5.06003 -0.39 0.40 0.45
H 5.47546 3.63870 5.38217 -0.33 0.02 -0.65
H 2.21290 3.93464 3.67452 -0.30 0.34 0.22
H 2.23639 -8.19230 1.70902 0.73 0.26 0.09
H -0.38115 10.82643 -1.96193 -0.19 -0.46 0.36
H -0.51031 6.21333 -2.19346 0.01 -0.91 0.39
H 4.91433 2.42500 4.17055 0.04 0.72 0.09
H 7.29999 -2.72359 1.54372 0.91 1.27 0.01
H 1.10375 2.39357 -0.33640 0.62 -1.03 0.11
H -3.82218 -3.03743 4.29261 0.50 0.15 0.37
H 3.13650 2.71766 -5.40611 0.26 0.10 -0.26
H 0.70504 4.44966 7.05329 -0.69 0.52 -0.23
H -3.85023 -2.54112 0.31859 -0.18 -0.28 0.20
H 5.16950 -4.65367 0.78657 0.08 0.51 -0.38
H 0.83470 -4.62566 4.36933 -0.79 0.38 -0.33
H 3.62697 5.52676 -0.12435 -0.02 -0.53 0.44
H 3.52052 -7.74797 -0.16197 0.31 -0.04 -0.19
H 4.16293 7.41153 1.49349 0.78 -0.09 0.36
H 3.37755 5.81962 5.23044 -0.08 -0.60 -0.18
H 4.64046 -6.56737 0.64152 -0.22 -0.41 -0.09
H -3.21347 7.37504 1.84144 -0.45 -0.04 -0.56
H -1.03116 -10.10646 -0.12830 -0.34 0.11 -0.27
H -9.77740 0.63721 -0.95200 -0.27 -0.99 -1.34
H 3.82635 5.17556 -5.45648 1.22 0.16 0.18
H -0.46882 1.72691 -1.05863 0.31 0.26 0.04
H -3.51877 -6.56383 1.54490 -0.44 1.00 -0.37
H 2.92303 -2.32184 -6.94240 -0.05 -0.01 -0.30
H -2.61444 -1.48293 -2.27018 -0.02 0.55 0.20
H -0.68372 -3.18180 0.41306 -0.30 0.09 -0.22
H -1.63508 -7.77480 0.19470 0.61 0.12 0.39
H 0.84962 -3.58008 1.78910 -0.12 0.07 0.48
H -9.61707 3.84648 -2.23651 -0.70 1.18 -0.65
H -12.06400 2.25534 -0.10469 -0.34 0.09 -0.26
H -1.63958 4.29415 2.34759 0.84 -0.92 0.47
H 1.68596 4.65453 1.45469 0.60 0.42 -0.38
H 3.04873 3.17841 2.32571 0.76 -0.32 1.05
H -11.66440 4.41417 -2.19953 -0.17 0.22 0.69
H -3.42869 6.33731 0.33162 0.49 0.56 0.56
H 3.80108 3.15613 5.27800 -0.30 0.37 0.03
H 3.80728 6.61402 3.75028 0.25 -0.16 0.42
H -7.39621 3.12263 -3.81797 0.31 0.26 0.49
H 1.18370 6.58990 -4.94581 -0.37 -0.21 -0.51
H 6.55481 -6.48515 -2.29960 -0.33 -0.08 0.20
H 4.49157 -5.43501 2.66135 0.21 -0.57 0.66
H 2.50250 7.17510 -5.92062 0.34 0.58 -0.62
H 5.94600 -0.88644 -5.29219 -0.72 -0.48 0.19
H -10.84690 -5.20461 -4.74089 0.03 0.56 -0.62
H -0.50016 -1.30022 -1.28877 0.42 0.26 -0.22
H 3.76425 -8.62344 4.33725 -1.04 0.88 0.07
H -2.79553 8.66794 -0.28153 0.51 -0.18 0.13
H 5.74455 0.52673 1.05256 0.52 0.53 0.05
H 4.69166 -3.26719 -2.76110 -0.29 -0.26 0.36
H 0.89625 -6.24321 5.04569 -0.20 -0.15 0.15
H 0.38442 6.35997 0.45010 -0.38 0.22 -0.69
H -7.74343 1.34436 0.24475 -0.31 -0.36 -0.08
H 1.99014 5.47522 -2.53896 0.93 -0.35 -0.12
H -11.87588 2.06805 -1.87048 0.68 0.19 0.57
H 7.95955 1.23983 0.86963 0.54 -0.41 0.39
H 5.87197 -3.38275 -0.25582 -0.38 1.02 -0.84
H 0.71543 -8.45425 3.53247 -0.08 0.92 -0.47
H -0.30529 8.26248 -2.63966 -0.17 0.29 0.11
H 5.05446 6.28859 4.96112 0.77 -0.52 -0.21
H -1.42013 1.71893 1.56806 -0.23 0.20 -0.26
H -2.17614 -4.49870 2.22278 -0.60 -0.90 0.05
H 1.45891 0.10873 1.69586 -0.38 -0.28 0.57
H 1.66905 -2.61706 -3.74394 -0.39 -0.51 0.44
H -1.49279 8.59758 0.98300 0.03 0.41 -0.27
H 6.77159 -4.81579 0.17612 0.38 -0.02 -0.20
H 5.79146 -3.14578 -6.95288 0.73 -0.83 -0.33
H -11.59519 5.26362 0.70590 0.19 -0.19 -0.10
H 5.24790 1.92380 1.86659 -0.21 0.73 -0.63
H 1.88422 -4.71287 7.13656 -0.13 -0.12 1.54
H 6.26338 4.09569 0.12782 0.11 -0.35 -0.01
H -1.59377 -2.11073 1.45301 -0.42 -0.17 0.05
H 1.03596 -4.75965 -5.05231 0.32 -0.36 0.23
H -3.39475 -4.89740 3.47053 -0.13 -0.07 -0.88
H -10.30926 5.60062 -0.41526 -0.26 0.25 -0.61
H -5.04154 -5.59833 1.65293 0.30 -0.07 0.05
H 1.86608 -9.73961 3.46424 -0.13 -0.12 -0.07
H 3.41220 -3.99340 -6.82107 0.32 -0.14 -0.26
H 6.72661 -4.84352 -2.72264 0.41 0.41 -0.35
H 4.08586 3.88842 0.39586 -0.73 0.42 0.53
H 0.16711 -2.68105 3.21699 0.73 0.53 -1.15
H 0.44822 8.06189 0.61424 0.22 0.57 0.33
H -4.17294 -0.93113 -0.30479 0.58 -0.63 -0.19
H -1.47318 5.55270 -0.76373 0.10 -0.46 -0.43
H 2.78322 1.44070 4.66758 0.84 0.26 -0.60
H 3.56591 -2.59600 0.68856 -0.11 -0.20 0.34
H 5.71125 7.25247 2.39539 0.26 0.45 0.40
H 3.38082 -0.82943 -5.02994 0.50 -0.93 0.03
H 1.19800 7.38483 -0.83512 -1.04 -0.20 0.24
H -0.02891 2.14864 -3.30404 0.03 -0.16 -0.15
H 1.69611 -3.36837 6.01727 -0.33 0.81 0.21
H 2.38038 4.74349 -6.19000 -0.35 -0.27 0.30
H -1.19187 -5.81953 -0.36165 1.07 -0.58 -0.95
H 2.31603 -5.15915 2.47946 -0.25 -0.24 0.73
H 3.78279 5.44886 -2.90803 0.15 0.06 0.01
H 3.47258 1.28422 -0.04056 0.39 -0.30 -0.20
H -11.06600 -4.51061 -6.42493 0.25 -0.31 -0.20
H -7.75189 1.52085 -4.47579 -0.21 0.63 0.72
H 5.15345 2.93420 -3.20747 0.44 0.10 -0.37
H 2.97944 -3.05302 2.94558 -0.69 0.49 -0.23
H 4.00048 -8.42815 2.06592 -0.37 -0.08 0.16
H 5.29770 -6.97332 3.30914 -0.73 0.33 -0.23
H 3.26397 2.19123 -3.74978 -0.65 -0.03 0.46
H 0.46475 4.60177 -4.11132 0.87 -1.21 -0.13
H -0.42597 -0.44854 3.54999 -0.52 0.71 -1.48
H -1.59248 -0.30943 -0.26114 0.06 -0.28 -0.30
H 6.03943 5.67896 -0.54281 0.22 -0.18 0.16
H -2.21614 -2.94481 -1.69564 0.15 -0.94 0.60
H 1.21144 -2.79505 -0.28450 0.93 -0.41 0.13
H 2.95087 -6.18223 0.26179 -0.39 0.23 0.27
H 7.30012 5.45857 0.67465 -0.32 -0.03 0.24
H 0.91877 9.83994 -1.39944 0.23 0.10 0.28
H -0.35118 3.21794 0.01812 -0.04 -0.84 -0.65
H 4.54816 -5.44747 -1.32643 0.62 0.43 -0.87
H 2.56139 7.00043 -4.15824 1.03 0.62 0.57
H -4.65250 -2.27321 -1.26708 -0.10 -0.50 -0.19
H -3.54740 6.49199 -1.99617 0.49 -0.05 -0.43
H -8.86640 -1.06938 0.13844 0.36 0.31 1.07
H -1.85919 8.90217 -2.03493 -0.85 0.23 -0.75
H -12.93777 4.31128 -0.95201 0.06 0.10 -0.18
H -11.97131 -3.85824 -5.09052 0.50 -0.21 0.01
H 2.43247 6.06106 2.23489 0.47 -0.30 -0.65
```
Forces are in eV/Å.

For the maximum force, the calculation gives 7.70 eV Å⁻¹. Its HOMO energy is -0.271 Ha. The net charge is +1. Its total energy is -188426.5641 eV.